(1)
A gas-phase ion, C5H12NO (charge -1) in a non-equilibrium geometry. Source: the OMol25 dataset; level of theory: the ωB97M-V functional and the def2-TZVPD basis.

Summary:
Highest occupied orbital energy: -2.068 eV
Net charge: -1
Gap between HOMO and LUMO: 5.71 eV
E_LUMO: 3.6447 eV
Structure (SMILES): CCNCCC[O-]

Each line ends with the natural charge from an NBO analysis.
Geometry (Å):
C -1.1607 0.1810 1.0415  -0.218
N 0.2470 -0.2455 1.0143  -0.650
C 1.2886 0.5313 0.3270  -0.214
C 0.9610 0.9594 -1.0901  -0.457
C 1.0524 -0.1275 -2.1647  -0.005
O 0.8527 0.3319 -3.4199  -0.962
C -1.9559 -0.9974 1.5762  -0.615
H -1.1420 1.1285 1.5747  0.172
H -1.6783 0.5176 0.1215  0.168
H 0.2788 -1.2464 0.8935  0.350
H 1.5270 1.3396 1.0302  0.160
H 2.1787 -0.0989 0.3068  0.186
H -0.0651 1.3526 -1.1609  0.180
H 1.6148 1.7824 -1.4043  0.194
H 2.1050 -0.5457 -1.9515  0.031
H 0.3911 -0.9902 -1.9758  0.081
H -1.9396 -1.8666 0.9229  0.207
H -1.5782 -1.3207 2.5506  0.195
H -2.9774 -0.6854 1.8080  0.199

(2)
18 unconnected molecules or ions with the total composition H36O18 in a non-equilibrium geometry. Source: the OMol25 dataset; level of theory: the ωB97M-V functional and the def2-TZVPD basis.

Summary:
Highest occupied orbital energy: -10.241 eV
Net charge: 0
Gap between HOMO and LUMO: 9.78 eV
E_LUMO: -0.4625 eV

Each line ends with the natural charge from an NBO analysis.
Geometry (Å):
O -1.2438 2.9581 -1.0469  -0.996
H -2.0150 2.7164 -1.5599  0.489
H -1.5726 3.0625 -0.1540  0.502
O 1.9041 -1.9066 -1.2116  -0.971
H 2.5279 -1.8629 -1.9362  0.467
H 2.2661 -2.5689 -0.6229  0.507
O 0.5820 -3.4641 -3.0210  -0.984
H 0.7082 -2.8082 -3.7067  0.469
H 0.7228 -2.9866 -2.2034  0.481
O -1.7098 -0.4144 -4.2769  -0.965
H -1.7228 -0.1219 -5.1882  0.461
H -0.8854 -0.8931 -4.1902  0.502
O -0.8167 2.4476 3.4856  -0.977
H 0.1281 2.3017 3.4369  0.506
H -1.0232 2.3735 4.4173  0.481
O -1.9414 3.9450 1.4731  -0.976
H -2.7336 4.2799 1.8932  0.473
H -1.5207 3.4100 2.1461  0.500
O -3.6255 -2.0518 3.7554  -0.949
H -2.9010 -1.7422 4.2989  0.463
H -3.3435 -1.8770 2.8575  0.486
O 0.7908 -1.5552 -4.9439  -0.955
H 0.3530 -1.6315 -5.7917  0.489
H 1.6830 -1.2826 -5.1581  0.493
O 4.3994 -1.3032 2.4904  -0.958
H 4.8834 -1.8632 1.8835  0.480
H 4.9391 -1.2830 3.2806  0.493
O 0.6897 -1.9336 3.4385  -0.961
H 0.4106 -2.0665 2.5326  0.478
H 0.0314 -1.3455 3.8086  0.481
O 1.1213 4.0930 -0.0267  -0.961
H 1.6522 3.3330 0.2116  0.460
H 0.3008 3.7207 -0.3498  0.491
O -4.6212 -1.2800 -3.6421  -0.938
H -3.7112 -1.0035 -3.7508  0.486
H -5.1282 -0.6365 -4.1371  0.449
O 3.1936 0.9390 0.8662  -0.968
H 3.3688 0.7261 -0.0504  0.475
H 3.4972 0.1728 1.3528  0.489
O -0.0527 0.3377 0.2049  -0.956
H -0.5678 0.4633 -0.5921  0.493
H 0.8080 0.0581 -0.1072  0.497
O 2.7509 -3.1292 1.1045  -0.977
H 2.9437 -4.0514 1.2732  0.480
H 3.0836 -2.6695 1.8754  0.502
O -3.5945 1.9002 -3.7174  -0.935
H -4.4354 1.4794 -3.8966  0.463
H -2.9669 1.4234 -4.2605  0.470
O -1.3949 -0.4556 2.2638  -1.014
H -1.3913 0.3558 2.7716  0.478
H -0.9662 -0.2247 1.4396  0.496
O 1.7312 1.1175 3.7891  -0.950
H 2.1909 0.9898 2.9593  0.492
H 2.2238 1.8083 4.2324  0.469

(3)
A single C5H6O molecule. Source: the OMol25 dataset; level of theory: the ωB97M-V functional and the def2-TZVPD basis.

Summary:
Highest occupied orbital energy: -8.310 eV
Net charge: 0
Gap between HOMO and LUMO: 8.65 eV
E_LUMO: 0.3367 eV

Each line ends with the natural charge from an NBO analysis.
Geometry (Å):
C -3.1206 -0.1605 -0.1019  -0.697
C -1.6795 0.0542 -0.1301  0.108
C -0.4776 0.2217 -0.1610  -0.209
C 0.8659 0.6740 0.0018  0.199
C 3.0616 -0.0007 0.1425  -0.252
O 1.7005 -0.3254 -0.1598  -0.465
H -3.4259 -0.8635 -0.8829  0.242
H -3.4154 -0.5843 0.8644  0.249
H -3.6623 0.7806 -0.2386  0.237
H 3.1313 1.0770 0.3021  0.208
H 3.3299 -0.5460 1.0504  0.190
H 3.6922 -0.3272 -0.6869  0.190

(4)
A molecular structure, C25H37OPt in a non-equilibrium geometry. Source: the OMol25 dataset; level of theory: the ωB97M-V functional and the def2-TZVPD basis.

Summary:
Highest occupied orbital energy (spin up / spin down): -8.190 / -11.772 eV
Net charge: +1
Gap between HOMO and LUMO (spin up / spin down): 6.22 / 5.67 eV
E_LUMO (spin up / spin down): -1.9663 / -6.0981 eV
⟨S²⟩: 6.01
2S+1: 5

Each line ends with the Mulliken spin population.
Geometry (Å):
C 0.0651 0.4526 2.5341  0.297
C -0.0475 1.6502 1.8134  0.245
C 1.0854 1.8555 1.0044  0.272
C 1.9846 0.7246 1.1584  0.389
C 1.3171 -0.2092 2.1743  0.429
Pt 1.0847 -0.9359 0.2628  1.034
C 0.7685 -0.2893 -2.7395  0.006
C 0.5009 -1.3631 -1.6901  0.388
H -0.4935 -1.8175 -1.7916  -0.004
C 1.5393 -2.2862 -1.2054  0.457
H 2.5542 -2.2487 -1.6034  0.009
H 1.1968 -3.2715 -0.8806  0.026
C 0.4291 -0.8125 -4.1312  0.030
H -0.6161 -1.1379 -4.1796  -0.002
H 0.5789 -0.0424 -4.8950  0.008
H 1.0692 -1.6669 -4.3671  0.001
C 2.2120 0.1726 -2.6667  -0.012
H 2.4164 0.5476 -1.6516  0.005
H 2.8716 -0.6758 -2.8673  0.011
H 2.4204 0.9685 -3.3877  -0.001
C -1.1583 2.6227 2.0125  -0.010
H -2.1257 2.1052 2.0697  0.011
H -1.0334 3.1827 2.9519  0.023
H -1.2101 3.3510 1.1973  0.001
C 1.3911 3.0693 0.2187  0.011
H 0.5384 3.3691 -0.4055  0.016
H 1.6402 3.9222 0.8718  0.027
H 2.2442 2.9011 -0.4507  -0.003
C 3.4616 0.7671 0.9871  -0.039
H 3.7291 1.4062 0.1381  0.003
H 3.9536 1.1614 1.8874  0.006
H 3.8332 -0.2444 0.7856  0.025
C 2.1068 -1.0578 3.1082  0.018
H 2.9037 -1.5698 2.5617  0.029
H 2.5458 -0.4550 3.9164  0.031
H 1.4575 -1.8182 3.5584  -0.004
C -0.8233 0.0152 3.6227  0.010
H -0.5886 -1.0103 3.9288  0.000
H -0.7164 0.6637 4.5083  0.025
H -1.8797 0.0505 3.3188  0.012
C -1.1820 1.0826 -1.5444  -0.023
C -0.1956 1.0380 -2.4670  0.063
C -2.0156 2.1847 -1.3363  0.016
C 0.0122 2.1692 -3.2676  -0.011
H -1.1088 0.1142 -0.9862  0.065
C -1.8314 3.3022 -2.1577  -0.002
H -2.7869 2.1309 -0.5654  0.003
C -0.7965 3.2926 -3.1071  0.007
H 0.7992 2.1642 -4.0233  0.000
H -2.4933 4.1738 -2.0644  -0.001
H -0.6195 4.1651 -3.7442  0.001
C -3.4094 -3.0702 0.7264  0.002
C -2.2826 -3.9974 1.2038  0.010
C -1.2109 -3.0309 1.7096  0.012
O -1.4265 -1.7432 1.0951  0.082
C -2.7319 -1.7168 0.5088  -0.004
H -3.8924 -3.4273 -0.1849  0.001
H -4.1718 -2.9717 1.5055  0.000
H -1.8816 -4.5786 0.3654  0.000
H -2.6020 -4.6925 1.9825  0.000
H -1.2747 -2.9003 2.8041  0.001
H -0.1860 -3.3532 1.4692  -0.008
H -2.6253 -1.4952 -0.5665  0.008
H -3.2935 -0.8865 0.9672  -0.001

(5)
2 unconnected molecules or ions with the total composition CH7ClSi2. Source: the OMol25 dataset; level of theory: the ωB97M-V functional and the def2-TZVPD basis.

Summary:
Highest occupied orbital energy: -8.750 eV
Net charge: 0
Gap between HOMO and LUMO: 8.17 eV
E_LUMO: -0.5764 eV

Each line ends with the natural charge from an NBO analysis.
Geometry (Å):
C -3.0573 -0.9380 0.1493  -1.222
Si 2.7910 0.7886 -0.2395  0.622
Si -1.5988 -0.0994 -0.7758  0.960
Cl -1.6382 1.7976 0.0911  -0.471
H -2.6772 -1.6668 0.8636  0.249
H -3.6837 -0.2338 0.6953  0.244
H -3.6938 -1.4863 -0.5421  0.243
H 3.0863 -0.5305 0.3203  -0.159
H 2.7258 1.7593 0.8528  -0.153
H 3.8791 1.1734 -1.1382  -0.155
H 1.5220 0.7264 -0.9713  -0.158

(6)
A molecular structure, C26H32N7O2S2Tl in a non-equilibrium geometry. Source: the OMol25 dataset; level of theory: the ωB97M-V functional and the def2-TZVPD basis.

Summary:
Highest occupied orbital energy: 0.693 eV
Net charge: -2
Gap between HOMO and LUMO: 3.24 eV
E_LUMO: 3.9380 eV

Each line ends with the Mulliken charge.
Geometry (Å):
Tl 0.7544 -0.5495 -1.5391  0.903
N 1.3600 -6.5074 5.3268  -0.635
C 1.3394 -5.2552 4.6757  1.177
C 0.6017 -4.1958 5.1923  -0.820
C 0.5436 -2.9865 4.5230  -0.288
C 1.2192 -2.8436 3.3133  -0.622
C 1.9867 -3.8777 2.8101  -0.572
C 2.0411 -5.0866 3.4725  -0.764
S 1.2939 -1.2713 2.4690  1.586
O 2.7312 -1.1106 2.2036  -1.009
O 0.7763 -0.2452 3.3527  -0.838
N 0.5474 -1.2753 1.0392  -0.228
C -0.3951 -2.1785 0.8182  0.598
N -0.9229 -2.1988 -0.4313  -0.329
C -1.7414 -3.2042 -0.7374  -0.182
C -2.0282 -4.2201 0.1596  -1.083
C -1.5111 -4.0713 1.4368  -0.117
N -0.7369 -3.0473 1.7880  -0.370
H 1.2071 -6.4324 6.3234  0.235
H 2.2007 -7.0288 5.1163  0.238
H 0.0697 -4.3377 6.1266  0.277
H -0.0031 -2.1435 4.9133  0.494
H 2.5402 -3.7080 1.8998  0.502
H 2.6189 -5.9127 3.0778  0.267
H -2.1558 -3.1800 -1.7400  0.433
H -2.6323 -5.0706 -0.1187  0.359
H -1.7109 -4.7909 2.2245  0.409
C 2.8553 3.0606 -2.1236  -0.870
N 3.0614 2.4759 -0.8323  0.370
C 2.5732 2.9582 0.3587  -0.549
C 2.7592 1.9997 1.2912  -0.430
N 3.3752 0.9345 0.6876  0.298
C 3.5230 1.2089 -0.6296  -0.464
S 4.3279 0.3039 -1.7734  -0.453
H 3.2810 4.0649 -2.1654  0.343
H 1.7830 3.0967 -2.3308  0.259
H 3.3529 2.4233 -2.8561  0.259
H 2.1212 3.9244 0.4320  0.502
H 2.4776 1.9470 2.3210  0.448
H 3.3551 0.0024 1.1356  0.428
C -1.8643 0.3262 -4.3264  -1.231
C -1.2819 1.7313 -4.4966  0.371
C 0.2393 1.6801 -4.6356  -1.181
C -1.6867 2.6469 -3.3615  0.656
C -2.3613 3.8074 -3.6537  -0.530
C -2.8269 4.6690 -2.6678  -1.107
C -2.6818 4.2648 -1.3445  -0.537
C -2.0181 3.1188 -0.9940  0.202
C -2.0362 2.6754 0.4479  0.393
C -0.6303 2.6407 1.0386  -1.137
C -2.7168 1.3103 0.5672  -1.448
C -1.3659 2.2847 -1.9885  0.247
N -0.5870 1.3015 -1.6930  -0.698
H -1.5840 -0.3215 -5.1595  0.462
H -2.9508 0.3809 -4.2820  0.336
H -1.4986 -0.1151 -3.3983  -0.133
H -1.7015 2.1498 -5.4277  0.322
H 0.6685 1.3713 -3.6837  -0.114
H 0.6187 2.6699 -4.8867  0.255
H 0.5576 0.9764 -5.4060  0.466
H -2.5572 4.0591 -4.6974  0.239
H -3.3317 5.5969 -2.9200  0.265
H -3.1251 4.8756 -0.5579  0.257
H -2.6295 3.4029 1.0278  0.399
H -0.0089 1.9999 0.4166  -0.044
H -0.6296 2.2403 2.0507  0.396
H -0.2110 3.6479 1.0516  0.284
H -2.1585 0.5832 -0.0196  -0.029
H -3.7373 1.3703 0.1809  0.396
H -2.7433 0.9843 1.6084  0.481

(7)
2 unconnected molecules or ions with the total composition C6H14NS. Source: the OMol25 dataset; level of theory: the ωB97M-V functional and the def2-TZVPD basis.

Summary:
Highest occupied orbital energy: -2.410 eV
Net charge: -1
Gap between HOMO and LUMO: 6.28 eV
E_LUMO: 3.8733 eV

Each line ends with the natural charge from an NBO analysis.
Geometry (Å):
C 2.9190 2.2112 0.0892  -0.615
C 1.4867 2.1620 -0.4352  -0.406
C 0.7628 0.8675 -0.0343  -0.513
S 1.4935 -0.6222 -0.8192  -0.745
H 2.9500 2.0620 1.1733  0.184
H 3.3810 3.1798 -0.1190  0.175
H 3.4790 1.4044 -0.3778  0.235
H 0.9106 3.0305 -0.0880  0.165
H 1.5205 2.1657 -1.5296  0.194
H -0.2885 0.9336 -0.3188  0.178
H 0.8179 0.7675 1.0565  0.169
C -2.2688 -0.7654 1.8763  -0.600
C -1.5470 -1.3606 0.9149  0.046
N -2.0509 -1.6660 -0.3171  -0.615
C -1.4066 -2.4858 -1.3173  -0.400
H -3.3102 -0.5016 1.7331  0.170
H -1.8095 -0.5210 2.8229  0.194
H -0.5062 -1.6219 1.0622  0.228
H -2.8413 -1.1324 -0.6314  0.365
H -1.0676 -1.8974 -2.1722  0.206
H -0.5163 -2.9535 -0.9066  0.229
H -2.1081 -3.2563 -1.6619  0.155

(8)
A molecular structure, C11H21ClN3O2P2Tb in a non-equilibrium geometry. Source: the OMol25 dataset; level of theory: the ωB97M-V functional and the def2-TZVPD basis.

Summary:
Highest occupied orbital energy (spin up / spin down): -14.650 / -14.685 eV
Net charge: +2
Gap between HOMO and LUMO (spin up / spin down): 6.61 / 6.92 eV
E_LUMO (spin up / spin down): -8.0446 / -7.7690 eV
⟨S²⟩: 12.70
2S+1: 7

Each line ends with the Mulliken spin population.
Geometry (Å):
C 4.2422 2.6311 -2.8008  -0.001
C 2.9931 1.9752 -2.2384  -0.001
H 3.8864 3.4903 -3.3898  0.000
H 4.8178 1.9634 -3.4722  0.000
H 4.9162 2.9924 -2.0056  0.000
O 1.8430 2.2493 -2.4882  0.000
Cl 3.2704 0.5488 -0.9934  0.004
Tb 0.8271 -0.4541 0.2186  6.123
P -0.0508 -1.4479 -2.1400  -0.052
C -1.5637 -1.6575 -3.2135  -0.006
C 1.0452 -1.1372 -3.5448  0.000
H 0.7631 -1.9198 -4.2646  0.000
H 0.1776 -3.6394 -2.9790  -0.001
H 2.0995 -1.2096 -3.2961  0.000
H 1.2286 -3.5355 -1.5081  0.002
H -1.8603 -0.7135 -3.6863  0.001
H 0.8363 -0.1752 -4.0005  -0.001
C 0.2441 -3.2905 -1.9271  0.000
H -1.2143 -2.3541 -3.9987  -0.002
H -0.5477 -3.7788 -1.3420  0.001
H -2.3930 -2.1182 -2.6629  0.000
P 0.4669 1.6279 1.9837  -0.043
C -0.8935 2.6322 2.6961  -0.004
C 0.9035 0.7949 3.6059  0.000
H 2.6933 2.6669 1.8031  0.000
H 1.6165 3.3395 3.0616  0.000
H 1.3687 3.8020 1.3807  0.000
C 1.6712 2.9745 2.0233  -0.001
H 1.8311 0.2087 3.5892  0.001
H 1.0383 1.6663 4.2758  0.000
H -0.4279 3.1509 3.5356  -0.002
H -1.7029 2.0110 3.0688  0.000
H 0.0789 0.1786 3.9928  0.001
H -1.2582 3.3847 2.0046  0.000
C -0.9080 0.9773 -0.7006  0.011
O -1.8349 1.5642 -1.0636  0.007
N -0.8419 -1.4642 1.2929  -0.033
C -1.8063 -1.8427 1.9037  0.005
N -2.8143 -1.9739 2.6396  -0.010
C -3.9424 -2.6409 2.5170  0.003
N -5.0058 -3.1513 2.5424  -0.006

no.,E (eV)
1,-8916.00027
2,-37440.41760
3,-7325.23026
4,-31807.17012
5,-29427.29306
6,-68370.29899
7,-18774.40785
8,-73831.56479